C36H82N14O8P4 | ωB97M-V with the def2-TZVPD basis set

Gap between HOMO and LUMO   7.098 eV
Relative energy (zero: lowest compared OMol25 entry of this formula, charge and spin)   24.3 kcal per mole
Multiplicity   1
E_tot   -113057.083 eV

Structure (XYZ):
```
144
Properties=species:S:1:pos:R:3:forces:R:3:mulliken_charge:R:1
C -6.071 -4.057 -2.800 0.20 -0.55 0.02 -0.70
C -5.864 -3.748 -1.467 0.07 0.68 -0.28 -0.27
C -4.957 -4.469 -0.700 0.05 -0.14 -0.28 0.33
C -4.310 -5.566 -1.262 -1.01 0.33 0.18 -0.26
C -4.596 -5.971 -2.574 -0.04 -0.41 1.58 -0.69
C -5.477 -5.206 -3.293 0.76 -0.06 -1.34 -0.29
N -3.495 -6.382 -0.340 -0.01 -0.01 -1.11 1.09
O -3.106 -7.443 -0.787 0.17 -0.09 0.38 -0.63
O -3.266 -5.946 0.767 0.13 -0.18 0.17 -0.63
H -6.673 -3.457 -3.469 -0.18 0.08 0.23 0.42
H -6.377 -2.878 -1.077 0.11 -0.11 0.37 0.34
H -4.763 -4.195 0.325 -0.17 -0.16 0.04 0.58
H -4.296 -6.928 -2.975 0.54 0.14 0.09 0.44
H -5.514 -5.517 -4.333 -0.72 0.30 0.00 0.33
C -2.161 -2.761 1.163 0.02 -0.93 -1.38 -0.81
C -0.854 -2.383 0.927 0.32 0.82 1.28 -0.72
C -0.542 -1.029 0.897 0.49 0.35 -1.03 -0.22
C -1.554 -0.093 0.769 -1.04 -1.41 0.01 -0.44
C -2.891 -0.530 0.708 0.27 0.04 -0.81 -0.62
C -3.197 -1.880 0.844 0.62 0.41 0.71 0.37
N -1.274 1.332 0.743 0.19 0.33 2.10 1.19
O -2.216 2.087 0.644 -0.24 0.23 -0.81 -0.67
O -0.158 1.691 1.090 0.10 -0.17 -0.79 -0.56
H -2.316 -3.816 1.367 -0.45 0.09 -0.13 0.46
H -0.036 -3.091 0.917 -0.12 -0.14 0.22 0.52
H 0.494 -0.718 0.843 -0.06 0.13 0.09 0.53
H -3.673 0.158 0.427 0.08 0.20 0.17 0.71
H -4.203 -2.246 0.699 -0.07 0.18 0.39 0.19
O -6.706 -3.496 1.834 -0.30 1.22 -0.58 -0.78
P -6.963 -2.738 3.080 0.41 -1.23 1.97 0.26
N -6.339 -3.607 4.397 -0.02 1.39 -0.33 0.37
C -7.098 -4.508 5.232 0.10 -0.29 -0.01 -1.14
C -4.892 -3.774 4.465 0.16 -0.23 0.03 -1.06
N -8.580 -2.575 3.473 0.47 -0.12 -0.18 0.35
C -9.019 -2.139 4.796 0.31 0.02 -0.48 -1.16
C -9.644 -2.862 2.519 0.54 0.43 -0.40 -1.14
N -6.182 -1.236 3.223 0.21 -1.43 -0.85 0.61
C -6.243 -0.465 4.444 -0.39 0.57 -0.10 -0.95
C -6.186 -0.455 1.993 -0.59 0.96 0.39 -1.14
H -8.080 -4.729 4.815 0.04 0.05 -0.08 0.32
H -7.242 -4.132 6.251 0.07 0.05 0.01 0.30
H -6.552 -5.451 5.315 -0.10 -0.07 -0.03 0.36
H -4.499 -3.613 5.472 -0.17 -0.01 0.15 0.37
H -4.343 -3.089 3.820 -0.34 0.13 -0.13 0.17
H -4.617 -4.786 4.156 0.03 -0.08 0.01 0.40
H -9.884 -2.736 5.088 -0.07 0.15 0.12 0.43
H -8.228 -2.307 5.520 -0.06 0.07 0.09 0.40
H -9.254 -1.071 4.781 -0.27 -0.05 0.19 0.27
H -9.889 -3.925 2.495 -0.36 0.08 0.11 0.28
H -10.484 -2.207 2.754 -0.25 -0.36 0.11 0.44
H -9.343 -2.568 1.512 0.12 -0.18 0.01 0.27
H -5.371 0.188 4.516 0.19 -0.22 0.14 0.31
H -7.106 0.218 4.464 -0.11 -0.04 -0.19 0.29
H -6.351 -1.088 5.326 0.38 -0.19 -0.06 0.30
H -6.273 -1.081 1.109 -0.12 -0.10 0.11 0.30
H -5.327 0.205 1.858 0.33 -0.32 0.38 0.23
H -7.028 0.247 2.071 -0.20 -0.09 -0.50 0.37
O 4.258 6.305 -0.801 0.21 -0.94 -0.34 -0.90
P 2.892 6.780 -1.049 0.12 1.65 0.04 0.02
N 1.659 5.868 -0.427 -0.83 0.63 0.50 0.81
C 1.901 4.625 0.261 0.87 -0.58 0.65 -1.00
C 0.384 6.478 0.028 0.66 -1.26 -0.26 -1.26
N 2.506 6.994 -2.663 0.77 0.64 0.47 0.48
C 1.138 7.224 -3.054 -0.76 -0.10 0.05 -1.08
C 3.378 6.520 -3.723 -0.27 0.28 -1.08 -1.08
N 2.716 8.337 -0.389 -0.92 0.53 -0.72 0.25
C 3.344 9.447 -1.106 1.75 -0.65 0.52 -1.09
C 2.526 8.506 1.032 -0.64 -1.15 0.91 -1.05
H 2.655 4.021 -0.236 -0.18 0.02 -0.22 0.04
H 0.979 4.053 0.372 -0.02 0.00 -0.26 0.42
H 2.316 4.742 1.274 -0.22 0.31 0.04 0.23
H 0.447 6.604 1.111 -0.28 0.46 -0.02 0.40
H -0.373 5.713 -0.157 -0.23 0.20 -0.03 0.34
H 0.136 7.371 -0.533 0.09 0.20 0.28 0.41
H 0.647 8.084 -2.586 0.51 0.20 0.18 0.30
H 1.094 7.409 -4.126 0.00 -0.16 -0.02 0.45
H 0.480 6.385 -2.792 0.11 -0.19 -0.30 0.24
H 4.441 6.709 -3.590 -0.03 -0.48 0.79 0.27
H 3.131 5.491 -3.987 0.47 -0.14 0.03 0.33
H 3.198 7.091 -4.643 -0.39 0.13 0.16 0.44
H 4.431 9.260 -1.063 0.04 -0.06 -0.67 0.36
H 3.031 9.515 -2.144 -0.16 0.13 0.05 0.27
H 3.345 10.404 -0.583 -1.08 -0.05 0.05 0.40
H 1.452 8.527 1.253 0.13 0.29 0.21 0.24
H 2.986 9.353 1.541 0.19 0.33 -0.75 0.43
H 2.923 7.651 1.596 -0.01 -0.07 -0.17 0.32
O 5.440 -0.565 0.670 -0.72 0.09 -0.15 -0.86
P 5.598 -2.019 0.817 1.85 -0.78 0.05 0.06
N 6.343 -2.694 -0.545 -0.09 0.17 0.54 0.28
C 7.092 -3.925 -0.557 0.87 -0.15 -0.13 -1.23
C 5.816 -2.221 -1.829 0.31 0.61 0.81 -1.15
N 4.180 -2.857 1.011 -0.70 0.13 0.82 0.47
C 4.098 -4.315 0.858 -0.80 0.74 -0.22 -1.09
C 2.901 -2.192 0.840 -0.23 0.17 -1.07 -1.30
N 6.584 -2.486 2.114 -0.55 -0.53 0.12 0.31
C 8.029 -2.564 2.040 0.51 0.33 -1.46 -1.00
C 6.058 -2.356 3.510 0.06 -0.11 -2.02 -1.09
H 7.054 -4.401 0.422 -0.37 -0.39 -0.31 0.46
H 8.171 -3.791 -0.749 -0.07 0.43 0.09 0.30
H 6.811 -4.574 -1.392 -0.58 -0.23 0.40 0.41
H 6.058 -1.163 -1.918 0.01 -0.03 -0.23 0.30
H 4.723 -2.287 -1.868 -0.02 -0.25 -0.22 0.26
H 6.296 -2.773 -2.633 -0.16 -0.04 -0.09 0.51
H 3.110 -4.648 1.186 0.01 0.17 0.28 0.44
H 4.085 -4.532 -0.213 0.60 -0.50 -0.03 0.32
H 4.815 -4.863 1.460 0.39 0.06 -0.31 0.25
H 3.024 -1.128 0.642 0.21 0.08 0.59 0.34
H 2.418 -2.528 -0.092 -0.01 -0.31 0.02 0.48
H 2.183 -2.387 1.639 0.23 0.09 0.28 0.38
H 8.448 -1.782 1.390 -0.12 0.39 0.48 0.34
H 8.464 -2.498 3.032 0.06 -0.02 -0.01 0.40
H 8.415 -3.440 1.504 -0.23 -0.33 0.69 0.26
H 5.076 -1.911 3.371 -0.13 -0.02 0.73 0.31
H 6.727 -1.707 4.066 -0.18 0.14 0.19 0.49
H 6.005 -3.345 3.960 -0.15 0.03 0.27 0.28
O 2.941 2.234 -4.966 -0.89 0.36 -0.24 -0.91
P 2.595 1.423 -3.787 1.01 0.10 1.67 0.07
N 3.288 2.115 -2.406 -0.23 -1.07 -1.59 0.99
C 3.323 1.395 -1.149 -0.32 0.62 0.91 -1.28
C 3.949 3.409 -2.496 0.09 -0.61 0.13 -1.24
N 3.302 -0.101 -3.856 -0.86 -0.31 -0.02 0.30
C 4.745 -0.130 -4.120 -0.67 1.25 0.40 -1.17
C 2.516 -1.239 -4.319 -0.13 0.09 0.57 -0.93
N 0.948 1.228 -3.414 0.67 -0.91 -1.19 0.35
C 0.480 0.492 -2.255 -0.01 0.05 0.12 -0.55
C 0.079 2.239 -3.942 -1.26 1.07 -0.43 -0.96
H 3.185 0.321 -1.256 0.18 -0.01 -0.32 0.37
H 2.539 1.741 -0.461 -0.19 -0.06 -0.06 -0.02
H 4.232 1.570 -0.568 0.32 -0.11 -0.45 0.66
H 4.901 3.256 -1.980 -0.16 0.86 0.45 0.33
H 3.269 4.173 -2.115 0.70 0.20 0.29 0.17
H 4.215 3.690 -3.512 -0.27 -0.38 -0.15 0.44
H 5.007 0.496 -4.978 0.03 -0.48 -0.36 0.29
H 5.219 0.377 -3.276 0.28 -0.36 0.08 0.35
H 5.040 -1.169 -4.205 0.31 0.07 -0.11 0.46
H 3.138 -2.135 -4.323 0.05 0.04 -0.02 0.39
H 1.751 -1.381 -3.554 -0.22 -0.43 -0.47 0.27
H 2.039 -1.143 -5.300 0.12 0.16 0.00 0.27
H -0.559 0.162 -2.345 -0.06 0.21 -0.44 0.46
H 1.043 -0.435 -2.157 0.20 0.20 0.40 -0.19
H 0.529 1.099 -1.347 0.21 -0.17 0.14 0.25
H -0.966 2.116 -3.635 0.24 -0.37 0.57 0.41
H -0.062 2.246 -5.028 0.78 -0.15 -0.03 0.31
H 0.344 3.258 -3.632 0.13 -0.06 -0.04 0.20
```
Forces are in eV/Å.